The following is a DFT calculation (ωB97M-V with the def2-TZVPD basis set) of C48H39BrIrN5O5PS3 as an isolated structure in a non-equilibrium geometry.

Geometry (Å):
1 Ir -0.857 0.590 0.189
2 Br -1.116 -0.949 -1.668
3 S -3.514 0.750 2.047
4 S 1.402 -1.360 1.842
5 S -1.054 -2.401 1.171
6 P -2.345 2.536 -0.582
7 O -2.759 -0.051 1.066
8 O -4.246 0.006 3.004
9 O 4.251 5.323 0.249
10 O -2.520 1.757 2.733
11 O 4.380 5.439 2.393
12 N 2.666 -3.464 0.641
13 N -0.361 1.422 1.876
14 N 0.911 1.449 -0.363
15 N 0.155 -4.360 -0.293
16 N 3.931 4.982 1.371
17 C -5.792 2.080 1.733
18 C -4.008 2.706 0.174
19 C 1.385 -4.826 -0.936
20 C -0.901 -7.583 -0.412
21 C -2.943 1.651 -5.047
22 C 0.286 -3.333 0.561
23 C -0.450 6.157 -1.048
24 C -1.341 -6.354 1.607
25 C -4.839 3.703 -0.318
26 C -6.604 3.067 1.196
27 C -1.124 -6.373 0.233
28 C 0.366 2.924 4.129
29 C 1.540 -2.836 0.950
30 C 2.851 3.977 1.488
31 C 2.643 2.162 -1.812
32 C 1.518 1.377 -1.530
33 C 4.005 -2.933 0.925
34 C 1.121 3.043 2.886
35 C -1.713 2.087 -4.569
36 C -2.640 2.279 -2.347
37 C 1.399 2.303 0.595
38 C 6.751 -3.174 -1.683
39 C -0.890 -8.770 0.311
40 C -3.866 1.830 -2.831
41 C -0.248 6.533 0.272
42 C -4.513 1.915 1.219
43 C -0.682 2.106 4.221
44 C 6.232 -2.394 -2.703
45 C 2.546 -4.793 0.037
46 C -4.013 1.516 -4.177
47 C -1.102 -8.745 1.681
48 C -1.584 4.159 -0.319
49 C -0.723 5.729 1.302
50 C -1.382 4.545 1.010
51 C 6.030 -3.353 -0.507
52 C 4.276 -1.959 -1.373
53 C 4.794 -2.744 -0.345
54 C 2.492 3.147 0.381
55 C 4.990 -1.786 -2.549
56 C -6.124 3.881 0.185
57 C 2.211 3.916 2.688
58 C 0.713 2.273 1.829
59 C -1.100 -5.085 -0.551
60 C -1.150 1.285 3.068
61 C 3.125 3.047 -0.884
62 C -1.330 -7.536 2.329
63 C -1.116 4.975 -1.347
64 C -1.559 2.385 -3.226
65 H 3.118 2.067 -2.779
66 H -1.928 -4.428 -0.298
67 H -0.724 -9.710 -0.198
68 H -4.713 1.714 -2.168
69 H -0.589 2.705 -2.864
70 H 6.792 -2.259 -3.619
71 H 3.978 3.664 -1.112
72 H -1.284 4.713 -2.382
73 H 1.586 -4.169 -1.788
74 H -6.134 1.450 2.543
75 H -0.875 2.192 -5.246
76 H -0.587 6.028 2.334
77 H -3.065 1.416 -6.097
78 H -4.970 1.170 -4.544
79 H 3.307 -1.481 -1.250
80 H 2.549 4.562 3.488
81 H -1.753 3.926 1.821
82 H 7.716 -3.650 -1.800
83 H 0.686 3.497 4.991
84 H 1.226 -5.838 -1.299
85 H -1.138 -5.290 -1.620
86 H 4.584 -1.177 -3.347
87 H -1.242 0.230 3.336
88 H -1.102 -9.669 2.244
89 H 4.518 -3.611 1.607
90 H -1.510 -7.519 3.396
91 H -1.235 1.988 5.144
92 H -7.605 3.208 1.581
93 H 1.099 0.683 -2.246
94 H 0.268 7.457 0.499
95 H 3.871 -1.984 1.445
96 H -0.097 6.790 -1.853
97 H -0.756 -7.607 -1.488
98 H 3.467 -5.013 -0.500
99 H 2.409 -5.539 0.824
100 H 6.438 -3.965 0.290
101 H -4.483 4.348 -1.112
102 H -1.532 -5.414 2.117
103 H -6.752 4.663 -0.221

Results
Total energy (eV): -182756.0604
HOMO level (spin up / spin down) (eV): -11.86 / -13.27
E_LUMO (spin up / spin down) (eV): -5.61 / -8.02
Total charge: +2
⟨S²⟩: 8.801
Largest force on an atom (eV/Å): 1.18
Multiplicity: 6
Energy above the lowest of the compared OMol25 structures with the same formula, charge and spin (kJ/mol): 0.0

Here are the Löwdin charges for atoms 1 to 99, given in e: number 1, Ir, carries 0.868; number 2, Br, carries 0.181; number 3, S, carries 0.673; number 4, S, carries 0.776; number 5, S, carries 0.794; number 6, P, carries 1.053; number 7, O, carries -0.522; number 8, O, carries -0.192; number 9, O, carries 0.090; number 10, O, carries -0.202; number 11, O, carries 0.116; number 12, N, carries -0.089; number 13, N, carries -0.109; number 14, N, carries -0.074; number 15, N, carries -0.051; number 16, N, carries -0.333; number 17, C, carries -0.019; number 18, C, carries -0.304; number 19, C, carries -0.068; number 20, C, carries -0.043; number 21, C, carries -0.052; number 22, C, carries -0.683; number 23, C, carries -0.051; number 24, C, carries -0.037; number 25, C, carries -0.061; number 26, C, carries -0.022; number 27, C, carries -0.221; number 28, C, carries 0.023; number 29, C, carries -0.691; number 30, C, carries -0.053; number 31, C, carries -0.001; number 32, C, carries -0.122; number 33, C, carries -0.095; number 34, C, carries -0.121; number 35, C, carries -0.059; number 36, C, carries -0.385; number 37, C, carries -0.145; number 38, C, carries -0.057; number 39, C, carries -0.059; number 40, C, carries -0.075; number 41, C, carries -0.052; number 42, C, carries -0.267; number 43, C, carries 0.025; number 44, C, carries -0.067; number 45, C, carries -0.071; number 46, C, carries -0.050; number 47, C, carries -0.062; number 48, C, carries -0.342; number 49, C, carries -0.060; number 50, C, carries -0.094; number 51, C, carries -0.033; number 52, C, carries -0.045; number 53, C, carries -0.231; number 54, C, carries -0.042; number 55, C, carries -0.071; number 56, C, carries -0.020; number 57, C, carries 0.088; number 58, C, carries -0.209; number 59, C, carries -0.094; number 60, C, carries -0.303; number 61, C, carries 0.056; number 62, C, carries -0.060; number 63, C, carries -0.070; number 64, C, carries -0.143; number 65, H, carries 0.124; number 66, H, carries 0.102; number 67, H, carries 0.114; number 68, H, carries 0.107; number 69, H, carries 0.088; number 70, H, carries 0.112; number 71, H, carries 0.119; number 72, H, carries 0.096; number 73, H, carries 0.151; number 74, H, carries 0.126; number 75, H, carries 0.115; number 76, H, carries 0.117; number 77, H, carries 0.117; number 78, H, carries 0.117; number 79, H, carries 0.104; number 80, H, carries 0.143; number 81, H, carries 0.100; number 82, H, carries 0.115; number 83, H, carries 0.134; number 84, H, carries 0.135; number 85, H, carries 0.139; number 86, H, carries 0.104; number 87, H, carries 0.149; number 88, H, carries 0.114; number 89, H, carries 0.140; number 90, H, carries 0.112; number 91, H, carries 0.134; number 92, H, carries 0.126; number 93, H, carries 0.071; number 94, H, carries 0.117; number 95, H, carries 0.094; number 96, H, carries 0.117; number 97, H, carries 0.117; number 98, H, carries 0.141; number 99, H, carries 0.150